Density functional theory data (ωB97M-V/def2-TZVPD) for a structure of composition C28H70F6N7O11PdS2.

Positions of all 125 atoms, in Å:
Pd  7.2784  5.2891  16.3647
C  4.0911  3.0719  16.3202
F  4.4385  3.8666  15.3662
F  2.7021  3.0596  16.3112
F  4.5220  1.8628  16.0344
S  4.7221  3.5451  18.1410
O  3.8790  4.6452  18.5565
O  4.3631  2.3313  18.8406
N  6.3922  3.9278  17.8037
S  7.0282  3.3131  19.1506
O  8.2746  4.0383  19.3688
O  6.2787  3.2436  20.4025
C  7.4488  1.4239  18.5951
F  6.3714  0.8333  18.0842
F  8.5060  1.3818  17.8337
F  7.7361  0.8159  19.7431
C  5.5622  -3.1476  15.4517
O  4.4604  -2.6126  16.1036
C  4.7578  -1.7147  17.2117
C  5.0390  -2.4577  18.4838
N  3.9055  -3.3007  18.8433
C  4.1102  -4.2392  19.8976
C  2.9474  -5.2659  19.7330
O  3.0057  -6.0695  18.5239
C  2.1230  -7.1603  18.5867
H  6.3325  -2.4592  15.1040
H  5.0774  -3.5970  14.5850
H  5.9930  -3.8955  16.1174
H  3.9438  -0.9987  17.3246
H  5.5604  -1.0146  16.9794
H  5.2840  -1.7298  19.2573
H  5.8640  -3.1348  18.2624
H  3.5448  -3.7365  18.0065
H  4.3390  -3.8254  20.8797
H  5.0064  -4.7922  19.6164
H  1.9643  -4.8001  19.6642
H  3.0370  -5.8714  20.6349
H  2.4436  -7.9729  19.2387
H  2.0477  -7.6206  17.6015
H  1.0753  -6.9594  18.8102
C  9.0455  2.7131  13.2388
C  8.5003  3.1364  14.6607
C  9.6519  3.6750  15.5176
O  9.3507  4.5470  16.5337
C  10.4757  5.1011  17.2693
N  7.4894  4.1820  14.5018
H  8.2971  2.7775  12.4489
H  9.4553  1.7054  13.3080
H  9.8229  3.3618  12.8351
H  7.9695  2.2856  15.0879
H  10.4267  4.2563  15.0176
H  10.1138  2.7272  15.7941
H  10.8315  4.2251  17.8116
H  10.2719  5.8625  18.0222
H  11.2975  5.2832  16.5768
H  7.7231  4.4472  13.5556
H  6.6104  3.7531  14.2499
C  15.7495  1.5875  17.5947
C  15.3872  0.5586  18.6946
C  13.9290  -0.0467  18.4372
O  12.9721  0.9659  18.7468
C  11.6418  0.3922  18.8854
N  16.4047  -0.4206  18.6724
H  15.8363  0.9506  16.7144
H  16.6502  2.1876  17.7243
H  14.9515  2.2704  17.3032
H  15.3136  1.1413  19.6129
H  13.7561  -0.9099  19.0800
H  13.7009  -0.3209  17.4072
H  11.5389  -0.3622  19.6654
H  11.3444  -0.1322  17.9773
H  10.7919  1.0546  19.0500
H  16.5924  -0.9246  19.5273
H  17.3275  -0.0509  18.4937
C  4.6283  0.8105  22.1657
C  4.2314  -0.7019  21.7856
C  3.4159  -1.4104  22.8852
O  3.4970  -2.8335  22.6830
C  2.6046  -3.6230  23.4696
N  3.3856  -0.6344  20.6098
H  3.7590  1.3438  22.5505
H  5.1174  1.2160  21.2800
H  5.3536  0.7759  22.9786
H  5.0797  -1.2535  21.3805
H  2.3823  -1.0658  22.9164
H  3.7703  -1.3123  23.9113
H  2.4926  -3.2428  24.4850
H  3.0354  -4.6187  23.3649
H  1.5946  -3.6323  23.0597
H  3.8894  -0.1144  19.9057
H  3.1130  -1.5694  20.3422
C  3.3008  6.3874  23.3875
C  3.5937  4.9291  22.8828
C  2.9177  4.4569  21.5641
O  1.6807  3.8144  21.8174
C  0.7944  3.4638  20.7846
N  5.0360  4.6485  22.9050
H  3.4263  7.1882  22.6588
H  4.1354  6.6435  24.0401
H  2.3775  6.5232  23.9506
H  3.3133  4.3626  23.7708
H  3.6283  3.7465  21.1416
H  2.7486  5.3092  20.9060
H  -0.1850  3.2194  21.1960
H  1.1065  2.6026  20.1938
H  0.6599  4.2954  20.0930
H  5.2349  3.8540  22.3141
H  5.5515  5.4196  22.5054
C  6.4332  8.2611  19.5469
C  6.4592  7.1663  18.4396
C  5.5861  7.4878  17.1432
O  5.6244  6.4938  16.1605
C  4.6650  6.8037  15.1804
N  7.7786  6.9220  17.9967
H  5.4231  8.5519  19.8354
H  7.0049  9.1331  19.2293
H  6.8486  7.9602  20.5086
H  6.0909  6.2078  18.8052
H  5.9364  8.4314  16.7248
H  4.5599  7.4965  17.5105
H  3.6327  6.6380  15.4886
H  4.9930  6.1659  14.3596
H  4.9125  7.8415  14.9571
H  8.4627  6.9732  18.7380
H  8.0539  7.8275  17.6438

Summary:
Total charge: +1
Multiplicity: 3
LUMO level (spin up / spin down), eV: -2.98 / -6.06
HOMO-LUMO gap (spin up / spin down), eV: 6.6 / 3.5

Density functional theory data (ωB97M-V/def2-TZVPD) for a cluster of 14 separate species, C28H70N14O14 in total.

Positions of all 126 atoms, in Å:
O  10.2556  15.5111  14.2680
C  10.7554  16.3540  13.5896
N  10.2641  16.6449  12.3652
C  12.0065  17.0749  13.9980
H  9.3670  16.2963  12.1364
H  10.5123  17.4691  11.8365
H  11.8100  17.8519  14.7625
H  12.6397  17.5580  13.2458
H  12.7459  16.4734  14.4977
O  12.2062  12.0162  8.5450
C  13.3749  12.0240  8.9190
N  13.8806  11.7270  10.1442
C  14.5057  12.4520  7.9245
H  13.2827  11.5742  10.9460
H  14.8139  11.9938  10.3889
H  15.2700  11.7297  8.0685
H  14.9627  13.4235  8.1713
H  14.1299  12.3699  6.8707
O  12.2849  17.1569  9.3535
C  11.4339  16.3849  8.8451
N  10.0912  16.5878  9.0356
C  11.8631  15.1443  7.9557
H  9.7940  17.4361  9.4748
H  9.3920  15.9077  8.7144
H  12.5766  15.5356  7.1865
H  11.0520  14.6198  7.4654
H  12.4017  14.4078  8.5652
O  7.9151  14.7767  8.6498
C  7.7669  13.8035  9.4075
N  6.5709  13.3940  9.8143
C  8.9793  13.0918  9.9994
H  5.8155  14.0823  9.6625
H  6.3828  12.7286  10.5784
H  9.1969  13.4299  11.0175
H  9.8519  13.2907  9.4428
H  8.9184  12.0117  10.0701
O  13.2106  8.1741  11.6518
C  12.1127  8.2251  11.1718
N  10.9685  8.3673  11.8877
C  11.9468  8.2382  9.6377
H  10.9242  8.1616  12.8703
H  10.0598  8.2435  11.4298
H  12.8174  8.7240  9.2398
H  11.0912  8.8477  9.3468
H  11.7624  7.2251  9.3042
O  14.3582  8.2820  16.5776
C  14.4442  8.0579  15.3409
N  13.7253  8.7492  14.4801
C  15.3871  6.9940  14.7662
H  13.2903  9.4928  14.9029
H  13.7967  8.6457  13.4528
H  15.8320  6.3922  15.5492
H  16.1566  7.5016  14.1492
H  14.6651  6.3779  14.2217
O  14.6415  19.0905  12.7265
C  15.0395  17.9928  12.4110
N  14.3877  17.2226  11.4863
C  16.3249  17.3886  12.9971
H  13.5332  17.5319  10.9920
H  14.7593  16.3550  11.1423
H  17.0635  18.1804  12.8428
H  16.5577  16.4999  12.4616
H  16.1370  17.2033  14.0284
O  10.5358  9.9327  15.8261
C  10.9122  9.5654  16.9149
N  11.1214  10.4485  17.9860
C  10.9479  8.1300  17.3291
H  11.2810  11.4046  17.7826
H  11.6677  10.0993  18.7776
H  10.4832  7.4455  16.5944
H  10.4302  7.9753  18.3119
H  11.9667  7.8329  17.5805
O  15.4707  13.4965  17.4564
C  14.9693  12.3593  17.5062
N  15.2810  11.4466  18.5225
C  14.2252  11.6643  16.4679
H  15.1115  10.4897  18.3483
H  16.0255  11.6938  19.1767
H  14.9682  11.1053  15.9031
H  13.6829  12.3347  15.8389
H  13.5208  10.9387  16.8177
O  13.1062  11.9673  13.0892
C  12.2359  12.8277  13.1973
N  11.2701  12.6390  14.1504
C  12.1221  13.8907  12.1964
H  10.5206  13.2941  14.2425
H  11.3540  11.9374  14.9181
H  12.5883  13.6051  11.2347
H  12.7315  14.8037  12.3314
H  11.1203  14.1766  12.0237
O  12.1994  13.1867  18.3745
C  11.9239  14.2257  17.7443
N  12.8600  15.0850  17.3421
C  10.5143  14.6206  17.4170
H  13.8203  14.7465  17.4286
H  12.6482  15.6493  16.5398
H  10.1760  15.3579  18.1312
H  9.8195  13.8314  17.5639
H  10.4670  14.9719  16.3491
O  6.4154  10.7804  12.1906
C  7.4004  10.9805  12.8920
N  8.6700  10.5613  12.4979
C  7.4074  11.6117  14.3128
H  9.5304  10.8889  12.9094
H  8.7856  10.5172  11.4915
H  6.5240  11.3811  14.9116
H  7.6037  12.6653  14.0652
H  8.2706  11.2936  14.8805
O  15.5829  14.1824  11.6445
C  16.0892  13.9237  12.7215
N  17.3059  13.3574  12.8646
C  15.3448  14.3687  13.9439
H  17.7160  12.9141  12.0165
H  17.5159  12.9536  13.7784
H  15.6231  15.3537  14.2468
H  15.5695  13.6713  14.7707
H  14.2868  14.4141  13.7441
O  9.9403  19.0701  10.9545
C  11.0194  19.5501  10.5161
N  12.1360  19.6747  11.2027
C  11.0742  20.0781  9.1174
H  12.1541  19.3797  12.1632
H  12.9905  19.8990  10.7673
H  11.9538  19.5115  8.7583
H  11.4215  21.1481  9.1121
H  10.0785  19.8703  8.6255

Summary:
Total charge: 0
Multiplicity: 1
LUMO level, eV: 0.34
HOMO-LUMO gap, eV: 9.9

For the records above, the corresponding relative energy (zero: lowest compared OMol25 entry of this formula, charge and spin) values read 85.56, 0.00 kcal per mole.